1.
The following is a quantum chemistry calculation of 8 unconnected molecules or ions with the total composition C33H82F2N5O17S2, from OMol25.

* net charge: -1
* HOMO-LUMO gap: 8.7 eV
* HOMO: -6.381 eV

Positions of all 141 atoms, in Å:
N 1.675 -2.032 1.132
S 1.714 -2.191 -0.450
O 1.416 -0.982 -1.190
O 1.321 -3.440 -1.033
F 3.331 -2.361 -0.602
S 0.041 -1.560 1.156
O -0.920 -2.408 0.499
O -0.168 -0.129 1.148
F -0.265 -2.020 2.675
C -2.368 -0.104 4.614
O -3.128 -1.167 5.085
C -3.290 -2.255 4.169
C -4.286 -3.233 4.705
N -5.678 -2.790 4.738
C -6.555 -3.946 4.710
C -8.061 -3.627 4.681
O -8.761 -4.602 5.387
C -10.065 -4.173 5.752
H -1.322 -0.427 4.667
H -2.455 0.770 5.266
H -2.621 0.333 3.641
H -2.308 -2.711 4.011
H -3.542 -1.833 3.191
H -3.986 -3.627 5.684
H -4.177 -4.072 4.010
H -5.707 -2.355 5.654
H -6.390 -4.492 5.648
H -6.367 -4.586 3.849
H -8.469 -3.609 3.661
H -8.228 -2.636 5.126
H -10.575 -3.849 4.838
H -10.073 -3.326 6.442
H -10.588 -5.037 6.152
C 2.418 -3.698 -4.241
O 2.631 -2.755 -5.251
C 2.632 -1.405 -4.799
C 1.253 -0.848 -4.460
N 0.464 -0.800 -5.673
C -0.902 -0.395 -5.353
C -1.892 -0.460 -6.523
O -1.647 0.553 -7.437
C -2.447 0.524 -8.587
H 3.144 -3.621 -3.424
H 2.543 -4.707 -4.637
H 1.425 -3.644 -3.788
H 3.229 -0.901 -5.557
H 3.221 -1.397 -3.872
H 1.342 0.173 -4.086
H 0.756 -1.519 -3.748
H 0.397 -1.746 -6.035
H -0.947 0.547 -4.813
H -1.266 -1.210 -4.705
H -2.909 -0.385 -6.104
H -1.927 -1.467 -6.964
H -3.503 0.474 -8.307
H -2.156 -0.291 -9.261
H -2.155 1.415 -9.144
C -1.642 4.388 3.726
O -0.492 3.560 3.656
C -0.316 3.130 2.299
C 1.150 2.657 2.179
N 2.122 3.717 2.329
C 2.273 4.524 1.140
C 3.054 5.818 1.401
O 3.221 6.498 0.182
C 4.022 7.668 0.301
H -1.804 4.749 4.740
H -2.486 3.764 3.408
H -1.702 5.260 3.067
H -0.423 3.965 1.605
H -1.005 2.297 2.149
H 1.239 2.176 1.203
H 1.430 1.909 2.921
H 2.004 4.250 3.177
H 1.283 4.801 0.745
H 2.696 4.032 0.260
H 4.024 5.504 1.805
H 2.586 6.519 2.104
H 3.355 8.423 0.731
H 4.222 8.033 -0.707
H 4.969 7.566 0.829
C -1.787 5.744 -3.466
C -1.471 4.238 -3.426
C 0.023 4.204 -2.979
C 0.493 2.783 -2.754
C -0.461 2.022 -1.839
C -2.032 2.291 -1.856
N -2.366 3.602 -2.464
O -3.726 3.779 -2.717
C -2.679 1.148 -2.663
C -2.513 2.260 -0.415
C -1.553 3.778 -4.881
H -2.727 5.974 -3.976
H -1.067 6.361 -4.006
H -1.833 6.077 -2.428
H 0.643 4.681 -3.737
H 0.014 4.723 -2.016
H 1.502 2.733 -2.343
H 0.550 2.401 -3.779
H -0.127 2.057 -0.798
H -0.255 0.959 -2.003
H -2.617 1.287 -3.744
H -2.282 0.192 -2.330
H -3.749 1.235 -2.455
H -2.506 1.279 0.064
H -1.989 2.937 0.263
H -3.535 2.628 -0.271
H -1.077 2.816 -5.078
H -1.233 4.582 -5.539
H -2.601 3.558 -5.121
H -3.828 3.320 -3.570
C 2.789 -5.233 1.579
C 2.916 -6.664 1.086
O 2.393 -6.876 -0.201
O 1.444 -4.817 1.778
H 3.167 -4.632 0.744
H 3.364 -5.104 2.501
H 2.426 -7.341 1.789
H 3.989 -6.878 1.154
H 2.967 -6.504 -0.875
H 1.454 -3.848 1.697
C 6.826 -2.333 0.996
C 7.901 -3.365 1.109
O 7.820 -4.405 0.120
O 7.017 -1.426 2.097
H 5.809 -2.729 1.021
H 6.954 -1.706 0.112
H 7.968 -3.867 2.079
H 8.882 -2.931 0.888
H 8.687 -4.798 0.016
H 6.477 -0.649 1.913
C 4.293 -0.458 3.498
C 4.054 -1.961 3.792
O 2.677 -2.352 3.624
O 4.228 -0.295 2.083
H 5.265 -0.104 3.840
H 3.492 0.138 3.944
H 4.326 -2.248 4.810
H 4.707 -2.540 3.132
H 2.464 -2.180 2.681
H 3.405 -0.710 1.815

---

2.
The following is a quantum chemistry calculation of C3H3ClN2O in the gas phase, from OMol25.

* net charge: 0
* HOMO-LUMO gap: 7.8 eV
* energy relative to the best compared isomer or geometry (same formula, charge and spin): 373.5 kJ/mol
* HOMO: -7.173 eV

Positions of all 10 atoms, in Å:
C -0.837 -0.605 -1.366
C 0.414 -1.614 0.198
C 0.144 0.552 0.317
N -0.198 -1.621 -0.926
N 0.213 1.556 1.164
O -0.661 0.613 -0.713
Cl 1.977 -2.166 0.473
H -1.556 -0.604 -2.156
H 0.857 1.494 1.933
H -0.354 2.395 1.077

---

3.
The following is a quantum chemistry calculation of C3H4O4 in the gas phase, from OMol25.

* net charge: 0
* HOMO-LUMO gap: 10.1 eV
* energy relative to the best compared isomer or geometry (same formula, charge and spin): 304.7 kJ/mol
* SMILES: OC1(O)O[C@@]12CO2
* HOMO: -9.650 eV

Positions of all 11 atoms, in Å:
C -0.919 0.080 0.087
C 0.527 0.104 0.282
C 1.663 -0.548 -0.345
O 0.073 0.303 1.517
O 1.434 0.870 -0.498
O -1.554 -1.047 -0.166
O -1.640 1.181 -0.105
H -2.505 -0.945 0.005
H -1.115 1.949 0.177
H 1.537 -1.140 -1.247
H 2.500 -0.808 0.293

---

4.
The following is a quantum chemistry calculation of 6 unconnected molecules or ions with the total composition C5H23NO6, from OMol25.

* net charge: 0
* HOMO-LUMO gap: 9.1 eV
* energy relative to the best compared isomer or geometry (same formula, charge and spin): 0.0 kJ/mol
* SMILES: CCC[C@H](N)CO.O.O.O.O.O
* HOMO: -9.069 eV

Positions of all 35 atoms, in Å:
C -0.606 1.020 1.257
O -1.194 2.166 1.867
C -1.040 0.910 -0.213
C -0.375 -0.271 -0.929
C -1.239 -0.913 -2.012
C -2.326 -1.836 -1.471
N -0.702 2.137 -0.938
H 0.469 1.238 1.293
H -0.833 0.132 1.848
H -2.140 2.042 1.971
H -2.136 0.804 -0.302
H 0.573 0.079 -1.364
H -0.022 -1.028 -0.217
H -1.715 -0.142 -2.629
H -0.581 -1.468 -2.693
H -2.993 -2.186 -2.258
H -2.978 -1.328 -0.758
H -1.911 -2.729 -0.998
H -0.960 2.934 -0.366
H 0.306 2.206 -1.084
H 2.977 2.074 -1.154
H 2.601 0.920 -0.177
O 2.304 1.805 -0.520
H 4.160 -0.270 0.976
H 3.005 -1.259 0.846
O 3.404 -0.468 0.400
H -1.672 1.945 -2.696
H -3.034 2.559 -3.175
O -2.367 1.905 -3.389
H 1.841 -2.781 2.391
H 2.716 -3.520 1.408
O 2.670 -2.672 1.864
H -0.401 -2.581 2.753
H 0.036 -3.663 3.759
O 0.332 -2.870 3.302

---

5.
The following is a quantum chemistry calculation of 5 unconnected molecules or ions with the total composition C2H16N2O4, from OMol25.

* net charge: +1
* HOMO-LUMO gap (spin up / spin down): 10.9 / 4.9 eV
* energy relative to the best compared isomer or geometry (same formula, charge and spin): 83.5 kJ/mol
* multiplicity: 2
* <S²>: 0.756
* HOMO (spin up / spin down): -13.924 / -13.896 eV

Positions of all 24 atoms, in Å:
N -1.826 -0.556 0.251
C -1.394 -1.688 -0.580
C -0.272 -1.187 -1.529
N 0.932 -0.854 -0.762
H -1.254 -0.420 1.099
H -2.783 -0.657 0.563
H -2.200 -2.216 -1.035
H -0.914 -2.363 0.122
H 0.132 -1.867 -2.283
H -0.633 -0.340 -2.095
H 1.745 -1.257 -1.224
H 1.179 0.148 -0.738
H 1.258 -0.953 2.306
H 0.816 -1.182 0.660
O 0.492 -0.981 1.713
H 1.832 1.112 3.224
H 1.919 1.612 1.803
O 2.455 1.197 2.494
H 0.532 2.232 -0.593
H 2.011 2.291 -0.732
O 1.335 2.126 -0.060
H -2.296 2.536 -0.948
H -1.569 1.243 -0.535
O -1.496 2.024 -1.121

---

6.
The following is a quantum chemistry calculation of a molecular structure, C12H21Br3O7S, from OMol25.

* net charge: 0
* HOMO-LUMO gap: 9.6 eV
* energy relative to the best compared isomer or geometry (same formula, charge and spin): 215.5 kJ/mol
* HOMO: -10.014 eV

Positions of all 44 atoms, in Å:
O -0.463 6.182 -8.807
C -1.610 5.706 -8.657
O -2.654 6.263 -9.157
C -3.842 5.541 -8.834
C -3.396 4.122 -8.419
C -1.997 4.385 -7.923
H -4.607 5.458 -9.606
H -4.139 6.149 -7.979
H -3.375 3.363 -9.202
H -4.135 3.829 -7.673
H -1.265 3.613 -8.157
H -2.009 4.634 -6.861
O 0.131 -3.833 4.953
C -0.712 -4.663 4.727
O -1.853 -4.745 5.408
C -2.851 -5.541 4.772
C -2.252 -5.767 3.359
C -0.779 -5.662 3.533
H -3.784 -4.979 4.781
H -3.179 -6.492 5.190
H -2.500 -5.124 2.514
H -2.580 -6.763 3.062
H -0.140 -5.280 2.737
H -0.510 -6.589 4.040
O 6.485 2.074 5.894
S 5.115 1.533 5.719
O 4.063 1.891 6.693
O 4.514 1.794 4.164
C 3.161 1.555 3.944
C 2.805 0.604 2.717
C 5.341 -0.356 5.689
H 2.768 2.555 3.755
H 2.678 1.194 4.852
H 3.621 0.774 2.014
H 1.828 0.902 2.337
H 2.604 -0.435 2.976
H 4.536 -0.768 5.081
H 5.194 -0.515 6.758
H 6.339 -0.627 5.344
C -1.526 -1.240 -3.130
Br -1.010 0.665 -3.000
Br -0.442 -2.127 -1.740
Br -0.972 -1.912 -4.880
H -2.599 -1.368 -2.987